# 1
ORCA calculation (the ωB97M-V functional and the def2-TZVPD basis) on a molecular structure, C45H27N10O4Sc.

Calculated values
2S+1: 1
Highest occupied orbital energy (alpha / beta): -0.240 / -0.240 hartree

Element x y z (Å)
Sc -0.03180 -0.40370 0.02551
O -1.00117 0.85197 -1.36215
O 0.84172 1.58348 0.50732
O -1.74503 7.01244 -0.93258
O -3.30228 6.52156 -2.33580
N 1.55373 -0.16811 -1.88949
N -2.37941 6.21913 -1.60303
N 2.01843 -0.29586 2.90118
N -0.19121 -2.32779 -1.03450
N -2.14481 -0.95270 0.36542
N -2.63829 0.35369 2.32090
N 1.71048 -1.48701 0.82869
N -0.28733 -0.14157 2.20328
N -2.53434 -2.28590 -1.60339
N 2.10105 -3.08820 -0.93411
C -1.82832 1.62798 5.02118
C -2.96256 -0.28461 1.20913
C 0.40257 -5.66573 -4.16980
C 3.79560 -2.45389 0.70736
C -2.70998 3.86816 -2.29578
C 6.02220 -2.19337 2.30960
C -1.27750 -2.71472 -1.74465
C 4.88673 -1.48625 2.65234
C 3.87149 3.32545 -1.59251
C -0.96509 -5.41810 -4.37357
C 0.31087 0.80503 4.23208
C -0.63491 3.07776 -0.61075
C 3.77149 -1.62235 1.82979
C -1.39746 0.36882 2.78175
C 1.98910 2.14962 -2.52595
C 2.73415 3.31248 -2.38647
C 4.26726 2.16067 -0.94602
C -6.66155 -0.88996 -0.64112
C 2.47530 -2.36817 0.10927
C -2.36902 2.54667 -2.23620
C -1.31886 2.09402 -1.39075
C 2.43700 -1.05689 1.88768
C -0.90621 -3.74942 -2.69075
C 0.87628 -3.09829 -1.42792
C -2.91704 -1.50464 -0.63109
C -1.05763 0.98283 4.06634
C -4.31656 -1.12844 -0.42388
C -5.53147 0.15329 1.23550
C 1.12645 -4.96570 -3.22463
C 0.77871 0.08135 3.05031
C -6.69065 -0.11775 0.52523
C -4.34674 -0.36303 0.73578
C 3.52441 0.99911 -1.07352
C -5.47427 -1.41204 -1.13094
C 2.37535 0.99751 -1.85637
C 6.04635 -3.03043 1.18149
C 0.96525 1.26691 5.36392
C 4.93702 -3.17750 0.37203
C 0.45334 -3.99476 -2.48844
C -1.17657 2.09989 6.14919
C 0.20152 1.92129 6.31721
C -2.01115 4.80971 -1.52338
C -1.63751 -4.46482 -3.63487
C -0.98726 4.42845 -0.69984
C 0.46126 2.72595 0.24703
H -2.89331 1.75476 4.88096
H 4.45129 4.23248 -1.48604
H 2.02955 1.11957 5.48846
H 4.94546 -3.82774 -0.49256
H 1.09553 2.14201 -3.14013
H 2.42187 4.21042 -2.90459
H -0.45777 5.17371 -0.12035
H 0.89180 -0.12538 -2.65762
H -1.49736 -5.99109 -5.12172
H -2.89339 1.80429 -2.82318
H -1.73825 2.61495 6.91758
H 2.17739 -5.15827 -3.05496
H 6.95440 -3.57176 0.94907
H -5.44352 -2.01493 -2.02846
H -5.54107 0.74442 2.14125
H -7.58774 -1.08228 -1.16714
H 6.91199 -2.10876 2.91998
H -7.63763 0.27133 0.87597
H -3.51351 4.21029 -2.93217
H 0.67517 2.30252 7.21266
H 5.15677 2.15746 -0.32933
H 1.00196 3.56357 0.71137
H 3.81994 0.09720 -0.54841
H 4.85464 -0.84646 3.52407
H 0.89266 -6.42481 -4.76580
H 2.11461 -1.00780 -1.99419
H -2.69264 -4.27319 -3.77697

Atom charges from the Mulliken analysis, given in e for atoms 1 to 8: Sc -0.701; O 0.217; O -0.206; O -0.631; O -0.642; N -0.242; N 1.022; N -0.566

***

# 2
ORCA calculation (the ωB97M-V functional and the def2-TZVPD basis) on a molecular structure, C3H7I2NO at a distorted geometry.

Calculated values
2S+1: 1
Highest occupied orbital energy: -0.346 hartree

Element x y z (Å)
I 5.87181 2.72193 -2.72714
I 2.94537 4.59646 -1.93095
O 1.12585 -0.59614 1.43944
N 2.71217 0.44288 2.68029
C 1.42718 0.04711 2.43521
C 0.42442 0.46762 3.48725
C 3.76460 2.86882 -2.83521
H -0.57613 0.10290 3.20002
H 3.32476 1.97618 -2.35026
H 2.96110 0.98082 3.51406
H 3.43422 0.18679 2.00235
H 0.38588 1.56624 3.57751
H 3.46553 2.85458 -3.90095
H 0.68466 0.04269 4.47128

Atom charges from the natural (NBO) analysis, given in e for atoms 1 to 8: I 0.142; I 0.144; O -0.613; N -0.837; C 0.669; C -0.723; C -0.757; H 0.245

***

Number 1: calculated total energy -90900.8044 eV. Number 2: calculated total energy -22963.6030 eV.